[1]
Density functional theory data (ωB97M-V/def2-TZVPD) for a 2-piece molecular cluster, C5H9N2 overall in a non-equilibrium geometry.

XYZ file:
```
16
Properties=species:S:1:pos:R:3:mulliken_charge:R:1
C -0.5764 0.0244 0.0698 -0.357
C 0.6985 -0.4340 -1.9776 0.489
C -1.7689 0.1129 0.9762 -0.516
C 0.6057 -1.7546 -1.5920 -0.898
C 0.3730 1.2832 2.0699 -0.752
N 0.9176 0.5311 -2.5268 0.009
N -0.4520 0.6354 1.1622 0.192
H -2.5856 0.6479 0.7706 0.288
H -2.0563 -0.8332 1.4835 0.208
H 0.6174 -2.3654 -2.4865 0.396
H 1.5454 -1.8852 -1.0718 0.308
H -0.2913 -1.8334 -1.0072 0.395
H -0.1189 2.0988 2.6094 0.317
H 1.1286 1.7654 1.4282 0.298
H 0.7564 0.5275 2.8610 0.286
H 1.2066 1.4791 -2.7689 0.338
```

Output
Charge: +1
Energy relative to the best compared isomer or geometry (same formula, charge and spin) (eV): 6.501



[2]
Density functional theory data (ωB97M-V/def2-TZVPD) for an isolated ion of composition C5H9N2 and charge +1 in a non-equilibrium geometry.

XYZ file:
```
16
Properties=species:S:1:pos:R:3:mulliken_charge:R:1
C -2.7772 0.0134 0.0306 -0.795
C -1.4975 0.2351 -0.2881 -0.401
C -0.1868 0.0453 0.5503 0.470
C 0.7358 -1.1815 0.1132 -0.643
N 2.0609 -0.5449 -0.1307 -0.123
C 1.9122 0.7426 -0.0528 -0.094
N 0.6508 1.1565 0.1573 -0.113
H -3.5248 0.3983 -0.7022 0.237
H -3.1531 -0.2956 0.9736 0.316
H -1.1802 0.4682 -1.2984 0.304
H -0.3343 0.0255 1.6920 0.320
H 0.8531 -2.0513 0.7433 0.323
H 0.4180 -1.5938 -0.8714 0.344
H 2.8963 -0.8985 -0.6632 0.303
H 2.7380 1.4115 -0.3145 0.382
H 0.3889 2.0693 0.0609 0.167
```

Output
Charge: +1
Energy relative to the best compared isomer or geometry (same formula, charge and spin) (eV): 2.248



[3]
Density functional theory data (ωB97M-V/def2-TZVPD) for a 2-piece molecular cluster, C5H9N2 overall in a non-equilibrium geometry.

XYZ file:
```
16
Properties=species:S:1:pos:R:3:mulliken_charge:R:1
C 0.8882 1.5900 -0.3121 0.871
C -0.6618 -1.5612 0.8843 -0.351
C -1.9474 -1.8387 0.1925 -0.346
C -0.3506 1.3364 -0.8253 -0.077
C 2.2529 1.9731 -0.0780 -1.075
N -0.1629 1.2956 0.4793 -0.334
N -0.7686 -1.4764 -0.5441 -0.457
H -0.5357 -0.4421 1.1260 0.206
H -0.0457 -2.2203 1.2868 0.386
H -2.1985 -2.8371 0.3321 0.306
H -2.6156 -1.0721 0.0957 0.215
H -1.1068 1.3102 -1.6580 0.332
H 2.4813 2.3593 0.8984 0.410
H 2.4486 2.7514 -0.6992 0.353
H 2.7428 1.0641 -0.0488 0.350
H -0.4201 -2.2320 -1.1298 0.212
```

Output
Charge: +1
Energy relative to the best compared isomer or geometry (same formula, charge and spin) (eV): 7.226